Version a
DFT (the ωB97M-V functional and the def2-TZVPD basis) results for a structure of composition H20O10Xe.

- spin multiplicity = 1
- frontier orbital gap (Eh) = 0.3918
- HOMO energy (eV) = -10.721
- total charge = 0

CARTESIAN COORDINATES (ANGSTROEM)
Xe (0.394, 0.234, 0.182)
O (1.922, -2.002, -2.562)
H (2.319, -1.274, -3.040)
H (2.477, -2.113, -1.790)
O (-0.659, -2.754, -1.607)
H (-0.845, -3.449, -2.238)
H (0.215, -2.443, -1.843)
O (3.478, -2.605, -0.202)
H (2.910, -2.651, 0.567)
H (4.184, -2.013, 0.056)
O (-1.000, 3.443, 0.693)
H (-1.512, 2.792, 1.173)
H (-1.589, 4.191, 0.601)
O (2.680, -0.499, 3.603)
H (1.872, -0.247, 3.157)
H (3.359, 0.036, 3.190)
O (-2.860, 1.113, 1.558)
H (-2.950, 1.059, 0.606)
H (-2.597, 0.232, 1.825)
O (1.713, 4.206, 0.677)
H (0.870, 3.754, 0.696)
H (1.997, 4.225, 1.590)
O (-0.403, 3.174, -2.269)
H (-0.700, 2.445, -2.814)
H (-0.804, 3.015, -1.415)
O (-1.937, -1.688, 1.803)
H (-1.299, -2.376, 1.618)
H (-2.757, -2.157, 1.962)
O (-2.970, -1.563, -1.755)
H (-3.439, -2.203, -2.290)
H (-2.068, -1.884, -1.733)

Version b
DFT (the ωB97M-V functional and the def2-TZVPD basis) results for a structure of composition H20O10Xe.

- spin multiplicity = 1
- frontier orbital gap (Eh) = 0.3596
- HOMO energy (eV) = -10.073
- total charge = 0

CARTESIAN COORDINATES (ANGSTROEM)
Xe (0.248, -0.203, 0.369)
O (0.099, -2.663, -2.284)
H (0.175, -3.255, -3.033)
H (0.989, -2.343, -2.140)
O (-1.569, 2.953, -0.562)
H (-2.263, 2.312, -0.718)
H (-2.034, 3.762, -0.347)
O (-1.903, -0.588, -2.811)
H (-1.169, -1.127, -2.517)
H (-1.493, 0.174, -3.222)
O (-1.967, 0.203, 3.233)
H (-1.969, -0.751, 3.319)
H (-2.362, 0.518, 4.045)
O (4.627, -0.568, -0.930)
H (4.049, -0.827, -0.213)
H (5.359, -0.126, -0.500)
O (-0.909, -4.541, -0.266)
H (-0.649, -3.839, -0.863)
H (-0.603, -5.342, -0.690)
O (2.870, 2.973, -0.724)
H (3.577, 2.448, -1.098)
H (2.815, 2.688, 0.188)
O (2.762, -0.402, 3.346)
H (2.853, 0.472, 2.969)
H (3.324, -0.957, 2.805)
O (-1.687, 2.833, 2.234)
H (-1.747, 2.890, 1.280)
H (-1.650, 1.894, 2.416)
O (-3.208, 0.857, -1.069)
H (-2.688, 0.232, -1.574)
H (-3.878, 0.323, -0.643)

Of them, version a has the highest stability.

Version a
DFT (the ωB97M-V functional and the def2-TZVPD basis) results for the molecule C8H14N2O5.

- spin multiplicity = 1
- frontier orbital gap (Eh) = 0.3641
- HOMO energy (eV) = -9.662
- structure (SMILES) = C[C@H](N)C(=O)N[C@@H](CCC(=O)O)C(=O)O
- total charge = 0

CARTESIAN COORDINATES (ANGSTROEM)
C (-3.667, -1.610, 0.199)
C (-2.464, -0.516, 0.407)
N (-3.035, 0.821, 0.225)
C (-1.290, -0.877, -0.632)
O (-1.483, -1.803, -1.441)
N (-0.181, -0.003, -0.732)
C (0.465, 0.737, 0.360)
C (1.898, 0.191, 0.728)
C (2.881, -0.224, -0.394)
C (4.228, -0.643, 0.045)
O (4.258, -1.305, 1.086)
O (5.319, -0.461, -0.700)
C (0.403, 2.236, -0.160)
O (1.383, 2.774, -0.552)
O (-0.902, 2.631, -0.142)
H (-4.559, -1.342, 0.984)
H (-4.241, -1.770, -0.754)
H (-3.243, -2.488, 0.807)
H (-2.273, -0.654, 1.563)
H (-3.453, 1.006, 1.205)
H (-3.751, 0.853, -0.529)
H (0.403, -0.523, -1.559)
H (-0.106, 0.691, 1.234)
H (2.554, 0.952, 1.247)
H (1.730, -0.639, 1.320)
H (2.718, -1.102, -1.204)
H (2.895, 0.734, -1.222)
H (5.183, 0.412, -1.372)
H (-1.672, 1.922, -0.019)

Version b
DFT (the ωB97M-V functional and the def2-TZVPD basis) results for the molecule C8H14N2O5.

- spin multiplicity = 1
- frontier orbital gap (Eh) = 0.3728
- HOMO energy (eV) = -9.748
- structure (SMILES) = C[C@H](N)C(=O)N[C@@H](CCC(=O)O)C(=O)O
- total charge = 0

CARTESIAN COORDINATES (ANGSTROEM)
C (3.191, 0.093, 1.051)
C (2.438, -0.959, 0.320)
N (3.081, -1.905, -0.636)
C (1.336, -0.210, -0.532)
O (1.546, 0.112, -1.746)
N (0.086, -0.005, 0.107)
C (-0.840, 0.956, -0.623)
C (-2.363, 0.773, -0.400)
C (-2.829, -0.630, -0.716)
C (-2.525, -1.777, 0.165)
O (-2.530, -2.978, -0.173)
O (-2.180, -1.364, 1.403)
C (-0.599, 2.302, 0.124)
O (0.033, 2.454, 1.204)
O (-1.147, 3.335, -0.521)
H (3.956, -0.370, 1.618)
H (3.571, 0.929, 0.325)
H (2.460, 0.522, 1.819)
H (1.898, -1.588, 1.073)
H (2.832, -1.436, -1.610)
H (4.282, -1.653, -0.526)
H (-0.013, -0.367, 1.037)
H (-0.477, 0.830, -1.661)
H (-2.896, 1.097, 0.645)
H (-2.904, 1.506, -1.115)
H (-3.964, -0.615, -0.763)
H (-2.550, -0.932, -1.720)
H (-1.826, -2.234, 1.780)
H (-1.067, 4.111, 0.071)

Of them, version b has the highest stability.

Version a
DFT (the ωB97M-V functional and the def2-TZVPD basis) results for the molecule C16H23N3O3.

- spin multiplicity = 1
- frontier orbital gap (Eh) = 0.3182
- HOMO energy (eV) = -8.225
- structure (SMILES) = Cc1c(CN2CCC[C@H](C)C2)c(O)n(CCO)c(=O)c1C#N
- total charge = 0

CARTESIAN COORDINATES (ANGSTROEM)
C (0.676, 0.299, -3.595)
C (1.206, -0.266, -2.314)
C (0.361, -0.449, -1.205)
C (-1.122, -0.151, -1.271)
N (-1.641, 0.311, 0.014)
C (-3.085, 0.187, 0.135)
C (-3.505, 0.491, 1.570)
C (-3.060, 1.896, 1.965)
C (-1.552, 2.039, 1.756)
C (-1.073, 3.450, 2.077)
C (-1.214, 1.673, 0.310)
C (0.895, -0.992, -0.045)
O (0.178, -1.195, 1.057)
N (2.199, -1.328, 0.039)
C (2.720, -1.913, 1.263)
C (2.534, -3.436, 1.267)
O (3.010, -4.045, 0.100)
C (3.101, -1.215, -1.034)
O (4.249, -1.600, -0.892)
C (2.539, -0.626, -2.219)
C (3.418, -0.454, -3.307)
N (4.125, -0.297, -4.197)
H (0.303, 1.311, -3.441)
H (1.458, 0.333, -4.348)
H (-0.143, -0.313, -3.970)
H (-1.655, -1.072, -1.537)
H (-1.323, 0.586, -2.060)
H (-3.370, -0.836, -0.126)
H (-3.602, 0.873, -0.557)
H (-4.588, 0.396, 1.657)
H (-3.044, -0.239, 2.238)
H (-3.314, 2.090, 3.008)
H (-3.581, 2.632, 1.349)
H (-1.039, 1.330, 2.416)
H (-1.308, 3.704, 3.108)
H (0.002, 3.532, 1.940)
H (-1.559, 4.176, 1.427)
H (-0.134, 1.738, 0.152)
H (-1.700, 2.390, -0.373)
H (-0.706, -0.732, 0.912)
H (3.787, -1.674, 1.291)
H (2.208, -1.470, 2.117)
H (3.042, -3.838, 2.158)
H (1.471, -3.686, 1.330)
H (3.836, -3.613, -0.166)

Version b
DFT (the ωB97M-V functional and the def2-TZVPD basis) results for the molecule C16H23N3O3.

- spin multiplicity = 1
- frontier orbital gap (Eh) = 0.3585
- HOMO energy (eV) = -9.715
- structure (SMILES) = Cc1cnc(C(=O)OCC(=O)NC2CCCCCCC2)cn1
- total charge = 0

CARTESIAN COORDINATES (ANGSTROEM)
C (0.810, 6.214, -3.104)
C (1.165, 4.768, -3.132)
C (1.769, 4.166, -4.244)
N (2.037, 2.879, -4.284)
C (1.735, 2.151, -3.210)
C (2.051, 0.695, -3.261)
O (2.965, 0.202, -3.858)
O (1.171, 0.003, -2.512)
C (1.376, -1.403, -2.409)
C (0.878, -1.954, -1.066)
O (1.184, -3.070, -0.710)
N (0.086, -1.108, -0.390)
C (-0.500, -1.388, 0.921)
C (0.640, -1.469, 1.949)
C (0.284, -2.042, 3.317)
C (-0.694, -1.227, 4.161)
C (-2.129, -1.110, 3.636)
C (-2.725, -2.410, 3.080)
C (-2.731, -2.512, 1.553)
C (-1.376, -2.650, 0.855)
C (1.184, 2.753, -2.080)
N (0.895, 4.042, -2.053)
H (1.698, 6.823, -3.266)
H (0.370, 6.464, -2.143)
H (0.099, 6.441, -3.897)
H (2.030, 4.736, -5.125)
H (2.440, -1.636, -2.523)
H (0.833, -1.910, -3.214)
H (-0.079, -0.205, -0.805)
H (-1.136, -0.527, 1.135)
H (1.064, -0.469, 2.073)
H (1.411, -2.110, 1.518)
H (-0.091, -3.057, 3.199)
H (1.217, -2.117, 3.883)
H (-0.733, -1.700, 5.147)
H (-0.294, -0.220, 4.303)
H (-2.190, -0.331, 2.876)
H (-2.744, -0.769, 4.472)
H (-2.209, -3.270, 3.508)
H (-3.768, -2.477, 3.401)
H (-3.249, -1.639, 1.147)
H (-3.324, -3.391, 1.285)
H (-0.827, -3.506, 1.242)
H (-1.575, -2.859, -0.198)
H (0.981, 2.196, -1.176)

Of them, version a has the highest stability.

Version a
DFT (the ωB97M-V functional and the def2-TZVPD basis) results for a cluster of 2 separate species, ClHN2O in total.

- spin multiplicity = 3
- frontier orbital gap (spin up / spin down) (Eh) = 0.3200 / 0.3247
- HOMO energy (spin up / spin down) (eV) = -9.086 / -11.190
- expectation value of S² = 2.021
- total charge = 0

CARTESIAN COORDINATES (ANGSTROEM)
N (-0.921, -0.232, 0.005)
N (0.171, -0.680, 0.018)
O (0.779, -1.707, 0.067)
Cl (-1.284, 1.547, 0.048)
H (1.256, 1.073, -0.138)

Version b
DFT (the ωB97M-V functional and the def2-TZVPD basis) results for a cluster of 2 separate species, ClHN2O in total.

- spin multiplicity = 3
- frontier orbital gap (spin up / spin down) (Eh) = 0.2693 / 0.2923
- HOMO energy (spin up / spin down) (eV) = -6.215 / -11.922
- expectation value of S² = 2.005
- total charge = 0

CARTESIAN COORDINATES (ANGSTROEM)
N (-0.978, -1.065, 0.922)
N (-1.050, -0.420, 0.022)
O (-1.174, 0.337, -0.832)
Cl (1.965, 0.692, -0.521)
H (1.236, 0.456, 0.409)

Of them, version a has the highest stability.

Version a
DFT (the ωB97M-V functional and the def2-TZVPD basis) results for a structure of composition CCl2O2S.

- spin multiplicity = 1
- frontier orbital gap (Eh) = 0.2820
- HOMO energy (eV) = -9.300
- total charge = 0

CARTESIAN COORDINATES (ANGSTROEM)
C (-0.864, 0.909, -0.123)
O (0.245, 0.921, 0.873)
O (1.788, 0.216, -1.107)
S (0.570, -0.042, -0.410)
Cl (0.383, -1.848, 0.490)
Cl (-2.123, -0.155, 0.278)

Version b
DFT (the ωB97M-V functional and the def2-TZVPD basis) results for the molecule CCl2O2S.

- spin multiplicity = 1
- frontier orbital gap (Eh) = 0.3400
- HOMO energy (eV) = -10.153
- total charge = 0

CARTESIAN COORDINATES (ANGSTROEM)
C (-0.675, 0.086, -0.378)
O (-0.355, 0.995, -1.046)
O (1.952, -0.438, 0.463)
S (0.717, -1.001, 0.712)
Cl (-2.238, -0.605, -0.419)
Cl (-0.136, 0.109, 2.350)

Of them, version b has the highest stability.